(1)
Molecular formula: C2H2N2O2S2
Method: DFT, ωB97M-V with the def2-TZVPD basis set

CARTESIAN COORDINATES (ANGSTROEM)
C1 -1.506 -1.732 -0.176
C2 0.919 1.226 0.037
N1 -0.454 -2.167 -0.249
N2 1.558 0.073 0.231
O1 1.328 2.327 -0.028
O2 -0.481 0.770 -0.065
S1 -3.046 -1.303 0.095
S2 -1.708 1.787 -0.044
H1 2.526 -0.245 -0.006
H2 0.863 -0.736 0.205

Spin multiplicity: 1
Calculated total energy: -30848.4020 eV
Relative energy (zero: lowest compared OMol25 entry of this formula, charge and spin): 336.23 kJ/mol
HOMO-LUMO gap (spin up / spin down): 0.2243 / 0.1804 Eh
LUMO (spin up / spin down): -3.30 / -4.12 eV

=====

(2)
Molecular formula: C2H2N2O3
Method: DFT, ωB97M-V with the def2-TZVPD basis set

CARTESIAN COORDINATES (ANGSTROEM)
C1 1.117 1.125 -1.011
C2 -0.537 0.357 0.429
N1 -0.873 -0.977 0.130
N2 -0.469 -1.856 0.942
O1 -0.970 -3.076 0.808
O2 0.572 1.567 -2.032
O3 2.263 1.107 -0.609
H1 0.063 0.657 1.334
H2 -1.165 1.096 0.008

Spin multiplicity: 1
Calculated total energy: -11224.1190 eV
Total charge: -2
Relative energy (zero: lowest compared OMol25 entry of this formula, charge and spin): 178.55 kJ/mol
HOMO-LUMO gap: 0.1866 Eh
LUMO: 7.04 eV

=====

(3)
Molecular formula: C2H2N2O3
Method: DFT, ωB97M-V with the def2-TZVPD basis set

CARTESIAN COORDINATES (ANGSTROEM)
C1 -0.397 0.083 -0.032
C2 1.660 -0.008 -0.112
H1 -1.736 -1.216 0.733
H2 -2.381 0.256 -0.149
N1 -1.659 -0.356 -0.214
N2 -0.038 1.364 -0.162
O1 1.352 1.324 0.083
O2 2.720 -0.601 -0.153
O3 0.479 -0.846 0.005

Spin multiplicity: 1
Calculated total energy: -11226.0927 eV
Relative energy (zero: lowest compared OMol25 entry of this formula, charge and spin): 261.71 kJ/mol
HOMO-LUMO gap: 0.3630 Eh
LUMO: 0.11 eV

=====

(4)
Molecular formula: C2H2N2O3
Method: DFT, ωB97M-V with the def2-TZVPD basis set

CARTESIAN COORDINATES (ANGSTROEM)
C1 -1.784 0.702 -0.827
C2 1.501 -0.178 0.255
N1 -2.776 0.378 -0.284
N2 2.621 -0.571 0.188
O1 0.404 0.201 0.106
O2 -3.806 -0.017 0.554
O3 3.974 -0.204 0.380
H1 -4.614 -0.148 0.059
H2 4.481 -0.162 -0.432

Spin multiplicity: 1
Calculated total energy: -11222.0707 eV
Relative energy (zero: lowest compared OMol25 entry of this formula, charge and spin): 649.77 kJ/mol
HOMO-LUMO gap: 0.3925 Eh
LUMO: 0.38 eV

=====

(5)
Molecular formula: C2H2N2O3
Method: DFT, ωB97M-V with the def2-TZVPD basis set

CARTESIAN COORDINATES (ANGSTROEM)
C1 0.335 -1.234 -0.059
C2 0.754 -0.010 0.477
N1 0.031 -2.237 -0.472
N2 -1.302 0.582 0.027
O1 -1.992 0.270 0.949
O2 -1.422 1.038 -1.052
O3 1.436 0.897 -0.296
H1 0.416 0.343 1.397
H2 1.745 0.351 -0.971

Spin multiplicity: 1
Calculated total energy: -11223.1760 eV
Relative energy (zero: lowest compared OMol25 entry of this formula, charge and spin): 543.12 kJ/mol
HOMO-LUMO gap (spin up / spin down): 0.3162 / 0.2917 Eh
LUMO (spin up / spin down): -1.05 / -1.17 eV

=====

(6)
Molecular formula: C2H2N2O3
Method: DFT, ωB97M-V with the def2-TZVPD basis set

CARTESIAN COORDINATES (ANGSTROEM)
C1 1.693 2.211 0.214
C2 -0.360 -1.205 -0.625
N1 0.790 1.546 0.394
N2 -1.304 -0.848 0.511
O1 -0.795 -0.829 1.583
O2 -2.456 -0.734 0.154
O3 0.743 -1.536 -0.474
H1 -0.866 -1.314 -1.594
H2 2.554 2.709 -0.163

Spin multiplicity: 1
Calculated total energy: -11224.4771 eV
Relative energy (zero: lowest compared OMol25 entry of this formula, charge and spin): 417.59 kJ/mol
HOMO-LUMO gap: 0.3751 Eh
LUMO: -0.72 eV

=====

Question: Look up the spin multiplicity of the fourth one.
Answer: 1